Record 1
The following is a DFT calculation (the ωB97M-V functional and the def2-TZVPD basis) of C51H44N8NaO7S3 as an isolated structure at a distorted geometry.

Last column: Löwdin charge in e.
Cartesian coordinates (Å):
Na1 -0.50 -0.38 -0.14  0.098
O1 -3.19 2.17 1.51  0.101
C1 -2.50 1.02 1.39  -0.485
O2 -2.91 0.08 0.75  0.092
C2 -1.34 0.94 2.37  -0.174
C3 -1.21 1.88 3.37  0.003
C4 -0.18 1.72 4.29  -0.052
C5 0.69 0.66 4.13  -0.009
C6 0.50 -0.22 3.08  -0.165
N1 -0.52 -0.10 2.23  0.186
C7 1.54 -1.33 2.83  -0.637
O3 2.63 -1.17 3.43  -0.050
O4 1.17 -2.31 2.15  -0.038
H1 -3.84 2.15 0.80  0.126
H2 -1.89 2.72 3.41  0.115
H3 -0.05 2.44 5.09  0.102
H4 1.54 0.51 4.78  0.111
N2 1.13 1.57 -2.24  0.039
C8 0.62 2.85 -1.75  -0.181
C9 -0.46 2.82 -0.66  -0.677
O5 -0.92 3.92 -0.32  -0.033
O6 -0.83 1.68 -0.25  -0.099
H5 1.65 1.11 -1.50  0.050
H6 0.33 0.95 -2.39  0.028
H7 0.19 3.42 -2.58  0.099
H8 1.45 3.44 -1.37  0.106
N3 0.89 -1.84 -1.15  -0.231
S1 0.10 -3.04 -1.32  0.768
N4 -0.39 -3.45 -2.91  -0.364
S2 0.04 -2.45 -4.00  0.864
N5 -0.69 -1.12 -4.31  -0.361
S3 -1.87 -0.64 -3.22  0.753
N6 -1.72 -0.91 -1.81  -0.244
C10 -2.02 1.05 -3.73  -0.300
C11 -2.55 1.86 -2.73  -0.057
C12 -2.71 3.21 -2.97  -0.058
C13 -2.37 3.74 -4.21  -0.075
C14 -1.84 2.92 -5.20  -0.081
C15 -1.65 1.57 -4.97  -0.067
C16 -3.32 -1.40 -3.97  -0.282
C17 -3.43 -1.69 -5.32  -0.069
C18 -4.56 -2.33 -5.79  -0.083
C19 -5.58 -2.68 -4.91  -0.091
C20 -5.46 -2.39 -3.55  -0.075
C21 -4.32 -1.75 -3.07  -0.061
C22 1.76 -2.04 -3.91  -0.329
C23 2.15 -0.71 -3.90  -0.073
C24 3.50 -0.44 -3.71  -0.053
C25 4.41 -1.47 -3.56  -0.062
C26 3.99 -2.80 -3.59  -0.065
C27 2.65 -3.09 -3.76  -0.068
C28 -0.05 -3.43 -5.48  -0.295
C29 0.10 -2.76 -6.69  -0.063
C30 0.01 -3.49 -7.86  -0.071
C31 -0.24 -4.86 -7.82  -0.080
C32 -0.39 -5.50 -6.60  -0.067
C33 -0.29 -4.79 -5.41  -0.050
C34 1.00 -4.55 -0.94  -0.293
C35 0.72 -5.79 -1.50  -0.080
C36 1.54 -6.87 -1.19  -0.091
C37 2.60 -6.70 -0.31  -0.093
C38 2.84 -5.46 0.27  -0.062
C39 2.04 -4.37 -0.05  -0.051
C40 -1.47 -3.41 -0.46  -0.292
C41 -1.51 -3.09 0.89  -0.047
C42 -2.66 -3.43 1.61  -0.056
C43 -3.72 -4.06 0.98  -0.084
C44 -3.66 -4.36 -0.38  -0.090
C45 -2.53 -4.04 -1.11  -0.092
H9 -2.75 1.42 -1.76  0.104
H10 -3.06 3.86 -2.17  0.112
H11 -2.48 4.80 -4.39  0.103
H12 -1.55 3.35 -6.16  0.099
H13 -1.21 0.93 -5.72  0.097
H14 -2.62 -1.42 -6.00  0.097
H15 -4.65 -2.56 -6.85  0.100
H16 -6.46 -3.18 -5.28  0.098
H17 -6.25 -2.67 -2.87  0.104
H18 -4.18 -1.54 -2.02  0.113
H19 1.43 0.09 -3.96  0.079
H20 3.82 0.59 -3.66  0.110
H21 5.46 -1.24 -3.39  0.106
H22 4.70 -3.60 -3.44  0.105
H23 2.30 -4.12 -3.73  0.114
H24 0.29 -1.69 -6.71  0.116
H25 0.13 -2.99 -8.82  0.105
H26 -0.32 -5.42 -8.74  0.102
H27 -0.58 -6.57 -6.57  0.105
H28 -0.41 -5.26 -4.45  0.094
H29 -0.12 -5.92 -2.17  0.093
H30 1.34 -7.84 -1.62  0.097
H31 3.24 -7.55 -0.06  0.096
H32 3.66 -5.34 0.97  0.106
H33 2.19 -3.40 0.41  0.086
H34 -0.66 -2.62 1.39  0.080
H35 -2.71 -3.18 2.66  0.111
H36 -4.61 -4.31 1.55  0.097
H37 -4.50 -4.84 -0.87  0.098
H38 -2.48 -4.25 -2.17  0.094
N7 5.02 -1.25 1.67  0.197
C46 5.39 -0.04 1.21  -0.512
O7 6.50 0.21 0.75  0.024
C47 4.33 1.02 1.32  -0.125
C48 4.64 2.28 1.80  -0.011
C49 3.61 3.20 1.96  -0.053
C50 2.32 2.82 1.61  -0.121
N8 2.02 1.63 1.10  0.113
C51 3.02 0.76 0.96  -0.082
H39 5.72 -1.98 1.64  0.106
H40 4.18 -1.38 2.23  0.062
H41 5.66 2.51 2.06  0.117
H42 3.81 4.18 2.36  0.097
H43 1.48 3.51 1.73  0.114
H44 2.75 -0.22 0.55  0.118

Values from the calculation:
**Energy relative to the best compared isomer or geometry (same formula, charge and spin)**: 0.000 eV
**Multiplicity**: 1
**Frontier orbital gap**: 7.03 eV
**Lowest unoccupied orbital energy**: 1.81 eV
**Total charge**: -1

***

Record 2
The following is a DFT calculation (the ωB97M-V functional and the def2-TZVPD basis) of C51H45CrN4O4P as an isolated structure.

Last column: Löwdin spin population.
Cartesian coordinates (Å):
Cr1 0.03 0.00 0.59  0.990
C1 6.24 -3.02 -5.93  0.000
O1 6.59 -2.94 -4.56  0.001
C2 5.62 -2.62 -3.67  0.001
C3 4.30 -2.35 -4.01  0.000
C4 3.39 -2.03 -3.02  0.001
C5 3.76 -1.94 -1.68  0.001
C6 5.09 -2.22 -1.35  0.001
C7 6.00 -2.56 -2.33  0.000
C8 2.73 -1.50 -0.71  0.011
C9 2.94 -0.37 0.09  0.001
C10 4.17 0.28 0.37  -0.003
C11 3.93 1.19 1.37  0.000
C12 2.52 1.17 1.63  0.000
N1 1.94 0.22 0.84  0.006
C13 1.79 2.17 2.33  0.030
C14 0.65 2.68 1.66  -0.013
C15 0.35 4.07 1.45  0.008
C16 -0.58 4.13 0.45  -0.012
C17 -0.93 2.78 0.12  0.010
C18 -1.97 2.36 -0.71  -0.018
C19 -2.51 3.22 -1.80  -0.002
C20 -2.14 2.82 -3.09  -0.001
C21 -2.60 3.47 -4.22  0.000
C22 -3.48 4.55 -4.07  0.000
O2 -4.04 5.22 -5.10  0.000
C23 -3.80 4.76 -6.41  0.000
C24 -3.83 4.97 -2.79  0.000
C25 -3.35 4.32 -1.67  0.000
C26 -2.43 1.03 -0.69  0.007
N2 -1.74 -0.04 -0.19  -0.003
C27 -2.51 -1.16 -0.42  0.009
C28 -2.00 -2.46 -0.42  -0.029
C29 -2.93 -3.60 -0.64  -0.003
C30 -3.51 -3.86 -1.88  -0.001
C31 -4.45 -4.87 -2.04  0.000
C32 -4.83 -5.63 -0.95  0.000
O3 -5.77 -6.60 -0.98  0.000
C33 -6.46 -6.82 -2.20  0.000
C34 -4.23 -5.41 0.29  0.000
C35 -3.29 -4.41 0.44  -0.001
C36 -0.62 -2.70 -0.41  0.009
C37 0.01 -3.86 -0.97  -0.010
C38 1.32 -3.54 -1.19  0.007
C39 1.51 -2.21 -0.70  -0.008
N3 0.33 -1.74 -0.18  -0.004
C40 -3.77 -0.75 -0.96  0.004
C41 -3.70 0.59 -1.18  0.009
N4 -0.15 1.92 0.86  -0.003
C42 2.28 2.74 3.58  0.001
C43 3.43 2.26 4.23  0.006
C44 3.83 2.75 5.44  -0.001
C45 3.10 3.75 6.09  0.007
O4 3.58 4.18 7.26  0.004
C46 3.02 5.35 7.84  0.000
C47 1.92 4.20 5.50  0.000
C48 1.52 3.69 4.28  0.007
H1 7.15 -3.29 -6.46  0.000
H2 5.88 -2.06 -6.30  0.000
H3 5.49 -3.79 -6.10  0.000
H4 3.97 -2.38 -5.04  0.000
H5 2.37 -1.80 -3.30  0.000
H6 5.41 -2.20 -0.32  0.000
H7 7.03 -2.78 -2.08  0.000
H8 5.11 0.10 -0.12  0.000
H9 4.64 1.88 1.79  0.000
H10 0.85 4.90 1.92  0.001
H11 -0.99 5.01 -0.01  -0.001
H12 -1.47 1.97 -3.21  0.000
H13 -2.29 3.14 -5.20  0.000
H14 -4.40 5.37 -7.07  0.000
H15 -4.10 3.71 -6.52  0.000
H16 -2.75 4.86 -6.69  0.000
H17 -4.50 5.81 -2.70  0.000
H18 -3.66 4.66 -0.69  0.000
H19 -3.21 -3.27 -2.74  0.000
H20 -4.87 -5.04 -3.02  0.000
H21 -7.20 -7.59 -1.99  0.000
H22 -5.79 -7.18 -2.99  0.000
H23 -6.97 -5.91 -2.54  0.000
H24 -4.53 -6.03 1.13  0.000
H25 -2.84 -4.24 1.41  0.000
H26 -0.50 -4.78 -1.21  -0.001
H27 2.08 -4.15 -1.64  0.001
H28 -4.59 -1.42 -1.17  0.000
H29 -4.45 1.23 -1.61  0.000
H30 4.01 1.47 3.77  0.000
H31 4.72 2.37 5.93  0.000
H32 3.54 5.49 8.78  0.000
H33 1.95 5.24 8.04  0.000
H34 3.18 6.22 7.20  0.000
H35 1.31 4.94 5.99  0.000
H36 0.57 4.04 3.87  0.000
C49 -1.19 0.71 3.94  -0.003
P1 -0.34 -0.50 2.87  -0.009
C50 1.12 -1.01 3.85  0.002
C51 -1.39 -1.98 3.00  -0.004
H37 -1.51 0.22 4.86  -0.001
H38 -2.07 1.09 3.42  0.000
H39 -0.53 1.53 4.18  0.000
H40 0.80 -1.45 4.79  0.000
H41 1.75 -0.15 4.06  0.000
H42 1.68 -1.74 3.28  0.000
H43 -1.55 -2.25 4.04  -0.001
H44 -0.89 -2.80 2.48  0.000
H45 -2.35 -1.79 2.52  0.000

Values from the calculation:
**Multiplicity**: 2
**Frontier orbital gap (spin up / spin down)**: 5.07 / 5.10 eV
**Lowest unoccupied orbital energy (spin up / spin down)**: -3.98 / -3.96 eV
**Total charge**: +1

***

- Look up the multiplicity of the first one.
  1

***

- Among the records above, which one has the lowest total charge?
  C51H44N8NaO7S3